1.
17
Properties=species:S:1:pos:R:3:forces:R:3:mulliken_charge:R:1 method="wB97M-V/def2-TZVPD" e_above_lowest_ev=5.197
C 1.86703 -2.13184 0.01151 0.8 0.2 -0.7 -0.60
C -1.39285 -0.61108 0.27184 0.7 0.0 2.5 0.16
C -2.80364 -0.44550 0.16511 -3.3 -0.9 -3.5 -1.03
C 1.10871 2.13096 -0.71773 2.1 -0.5 -1.2 -0.86
N -0.57623 0.16580 -0.22910 0.2 1.4 -1.8 -0.34
O 1.50809 0.63281 1.33509 -0.2 1.4 0.0 -0.50
P 1.05956 0.34950 -0.17687 0.3 -0.4 -1.7 0.34
H 1.91532 -2.97574 -0.83510 -0.2 2.1 1.1 0.19
H 2.90949 -1.67423 0.01658 -0.7 -0.7 -0.1 0.22
H -1.10991 -1.30107 1.03236 0.7 -1.1 0.6 0.44
H -3.30875 0.21181 0.88550 0.4 -0.5 0.2 0.28
H -3.00885 0.02133 -0.86126 0.1 -0.4 1.3 0.26
H -3.26647 -1.49273 0.09234 0.2 1.5 0.6 0.29
H 1.79724 2.62090 0.04212 -1.2 -0.1 -1.1 0.22
H 1.54259 2.21191 -1.77521 0.0 -0.3 1.6 0.27
H 0.12262 2.51224 -0.92789 -0.4 0.3 1.0 0.33
H 1.63606 -0.22506 1.67070 0.6 -2.1 1.4 0.34

***

2.
21
Properties=species:S:1:pos:R:3:forces:R:3:mulliken_charge:R:1 method="wB97M-V/def2-TZVPD" e_above_lowest_ev=2.014
C 0.58254 0.49670 1.67218 -0.3 -4.1 0.4 -1.80
C 0.60559 1.36795 0.49357 -1.6 0.4 0.8 0.55
C 1.38226 2.62772 0.81887 -0.2 -0.5 -0.3 0.62
O 1.07751 3.74689 0.60224 0.3 0.1 0.0 -0.47
F 2.50214 2.33789 1.56845 -0.7 0.2 -0.6 -0.27
C -0.22804 1.13667 -0.55728 1.7 0.9 0.1 1.19
C -1.24941 0.05432 -0.62383 2.0 -1.5 3.5 -1.87
C 0.05091 1.99769 -1.75727 0.7 0.0 1.4 0.07
C 1.35363 2.21941 -1.83373 1.8 -1.2 -1.0 -0.02
F 2.02177 3.09823 -2.50962 -0.4 0.8 -0.6 -0.26
F 2.29209 1.37474 -1.33894 -0.5 0.6 -0.4 -0.21
C -1.00493 2.81653 -2.42054 -0.4 0.2 3.7 0.94
F -1.36258 3.89911 -1.64165 0.2 -0.5 -0.2 -0.27
F -0.72542 3.29678 -3.56230 0.6 0.5 -2.7 -0.25
F -2.08552 2.03621 -2.43610 -0.9 -0.1 -0.9 -0.28
H -0.32748 -0.16779 1.76089 0.3 1.5 0.0 0.36
H 0.85198 0.89732 2.63218 -0.1 0.5 0.2 0.42
H 1.25229 -0.40591 1.54913 0.2 1.1 -0.1 0.29
H -1.49412 -0.06173 -1.59769 -1.7 -0.1 -2.8 0.56
H -2.00127 0.38092 0.10518 -0.5 -0.6 -0.6 0.39
H -0.87536 -1.01954 -0.33993 -0.4 2.1 -0.1 0.32

***

| no. | maximum force (eV Å⁻¹) | calculated total energy (Eh) |
| --- | --- | --- |
| 1 | 4.9 | -629.58100 |
| 2 | 4.3 | -982.81636 |